C16H13N5O2S | ωB97M-V/def2-TZVPD

Structure (XYZ):
```
37
Properties=species:S:1:pos:R:3:forces:R:3:nbo_charge:R:1
S -3.96403 -3.13071 -1.12415 1.68 0.83 0.30 -0.327
N 0.08915 1.19265 0.03618 0.80 1.61 -0.21 -0.205
N -0.34259 -2.07238 -1.70225 3.11 3.97 0.20 -0.256
O 3.94450 1.06874 -2.64707 -0.03 -0.47 -2.31 -0.396
O -0.34521 -0.70530 2.34454 2.98 -3.19 -0.64 -0.501
C -2.39300 -2.37809 -1.05591 -2.82 -1.98 0.32 0.258
C 0.23847 0.10965 -0.67348 -0.20 -1.60 -1.33 0.071
C -0.64331 -1.08595 -0.84284 1.37 -1.20 -0.36 0.333
C 4.93722 1.87830 -3.15899 -0.12 -1.20 0.31 0.084
C 5.07437 2.94359 -2.41254 0.11 2.79 2.80 -0.299
C 4.01866 2.87432 -1.39259 0.41 1.09 0.58 -0.286
C 1.36457 0.19579 -1.51084 1.05 -3.19 -1.10 -0.273
C 3.33284 1.74747 -1.68106 -0.09 1.13 0.99 0.248
C 2.04750 1.29073 -1.21830 -1.72 1.70 1.50 0.096
C -3.49796 0.49933 3.11123 -1.59 1.53 -1.17 -0.178
C -4.31023 0.14695 1.95122 -0.12 -0.51 0.93 -0.237
C -2.12943 0.36819 3.06356 -2.10 -0.69 2.15 -0.261
C -3.78960 -0.68066 0.90143 1.14 3.28 2.90 -0.171
C -1.59801 -0.40948 2.09570 -1.27 -0.66 -2.35 0.318
C -2.38807 -0.82621 0.94615 -0.81 0.24 0.09 0.043
N -1.39185 -2.80102 -1.86012 -2.00 -0.27 0.85 -0.351
N 1.16219 1.96332 -0.35393 1.69 1.01 0.43 -0.345
N -1.86212 -1.34607 -0.28090 0.25 -1.19 -0.65 -0.386
C 0.02038 -2.15875 2.26073 1.71 1.79 1.35 -0.271
H 5.55289 1.61968 -3.97736 0.03 -1.00 -0.63 0.213
H 5.86224 3.72452 -2.41746 -0.79 -0.76 -0.39 0.238
H 3.81457 3.55289 -0.51799 0.30 -0.69 -1.38 0.226
H 1.79421 -0.56531 -2.15348 -0.54 -0.07 0.12 0.246
H -3.81516 1.02849 4.06529 -0.53 -0.67 -1.70 0.219
H -5.36099 0.51443 1.85097 0.93 -0.67 0.47 0.220
H -1.63378 0.53046 4.03567 0.38 0.06 -1.03 0.227
H -4.37240 -0.94154 0.04436 -0.09 -0.13 -0.21 0.259
H -1.43163 -3.52090 -2.58723 -0.25 0.48 0.72 0.440
H 1.37670 2.93657 -0.02813 -1.00 -1.71 0.03 0.415
H -0.70890 -2.80395 1.85140 -0.88 -0.28 -0.74 0.198
H 0.35127 -2.56441 3.22982 -1.01 0.56 0.40 0.193
H 0.99654 -2.19534 1.80832 0.00 0.06 -1.26 0.200
```
Positions in Å, forces in eV/Å.

For the highest occupied orbital energy, the calculation gives -0.2793 Ha. The LUMO energy comes out at 0.015 Eh. The orbital gap comes out at 8.00 eV. For the calculated total energy, the calculation gives -39179.2042 eV. Its net charge is 0. As for the SMILES: COc1ccccc1-n1c(-c2cc(-c3ccco3)[nH]n2)n[nH]c1=S.

=====

C42H30MnN3O8P2S | ωB97M-V/def2-TZVPD

Structure (XYZ):
```
87
Properties=species:S:1:pos:R:3:forces:R:3:mulliken_spin:R:1
Mn 0.00894 0.00544 0.93892 0.09 -0.17 0.04 4.293
O 3.49065 0.33064 0.02708 0.01 0.02 -0.13 0.011
S 2.13264 0.15073 -0.49118 -0.07 -0.04 0.32 0.011
C 1.75257 1.30701 -1.78139 0.04 0.10 -0.10 -0.015
C 2.50214 1.33743 -2.94647 0.00 0.00 -0.04 -0.004
C 2.17779 2.25734 -3.93388 0.02 -0.04 0.06 -0.004
C 1.11084 3.12481 -3.75029 -0.06 0.03 0.03 0.003
C 0.37229 3.10051 -2.57426 0.02 -0.01 -0.03 -0.002
C 0.69962 2.19588 -1.56809 -0.10 0.15 -0.02 -0.007
P -0.18214 2.24371 0.01617 0.32 -0.04 0.06 -0.018
C -1.65373 3.23479 -0.16610 -0.10 -0.07 0.06 -0.074
C -1.57194 4.61850 0.00801 -0.02 -0.03 0.00 -0.006
C -2.70161 5.39269 -0.19122 -0.01 0.02 -0.01 0.001
C -3.90171 4.79669 -0.55552 0.03 -0.06 -0.01 -0.005
C -3.98279 3.42016 -0.72120 0.00 0.06 0.01 0.001
C -2.85961 2.63638 -0.52616 0.02 -0.06 0.06 0.026
C 0.90374 3.03998 1.21720 -0.03 0.07 -0.06 -0.027
C 2.23746 3.34019 0.93521 0.06 -0.04 -0.02 -0.011
C 3.03054 3.93615 1.90444 -0.06 -0.02 0.01 0.006
C 2.49867 4.23900 3.14907 -0.02 -0.02 -0.03 -0.015
C 1.16664 3.95144 3.43270 0.07 0.00 -0.04 0.006
C 0.37100 3.35186 2.47560 -0.14 0.00 0.02 -0.022
C 2.01313 -1.38996 -1.36210 0.08 -0.06 -0.05 -0.012
C 3.20406 -1.98086 -1.74964 -0.08 -0.03 0.00 0.006
C 3.16174 -3.19323 -2.42459 0.03 0.03 0.02 -0.001
C 1.94451 -3.79851 -2.68659 -0.05 0.02 0.03 0.000
C 0.76027 -3.21162 -2.26112 0.02 -0.05 -0.02 0.003
C 0.77380 -1.99327 -1.59180 0.00 -0.07 0.04 -0.035
P -0.78802 -1.27928 -0.99665 -0.08 0.04 -0.09 0.058
C -1.91047 -2.59631 -0.50118 0.00 -0.03 -0.07 -0.120
C -2.12240 -2.90152 0.84156 0.06 0.04 0.06 0.004
C -2.97790 -3.93291 1.19282 -0.03 0.00 -0.01 0.004
C -3.62188 -4.66718 0.20720 0.04 0.04 0.03 -0.001
C -3.42283 -4.36204 -1.13248 -0.02 -0.01 0.01 0.001
C -2.57882 -3.32550 -1.48957 0.00 0.00 0.00 0.000
C -1.55656 -0.47867 -2.41736 0.12 0.00 -0.06 0.001
C -0.79788 -0.15192 -3.54035 -0.06 0.02 -0.02 -0.006
C -1.39931 0.46995 -4.62458 -0.01 -0.02 0.04 0.003
C -2.75437 0.76229 -4.59383 0.02 0.00 0.01 -0.007
C -3.51614 0.42454 -3.48182 0.01 -0.01 -0.04 0.001
C -2.92339 -0.19685 -2.39751 -0.03 0.01 0.01 0.022
H 3.32527 0.64845 -3.08482 0.02 -0.02 0.01 0.000
H 2.75367 2.29278 -4.84762 0.03 -0.01 -0.02 0.000
H 0.85424 3.83449 -4.52517 -0.01 0.01 0.00 0.000
H -0.45188 3.78856 -2.44186 -0.01 0.01 0.01 -0.003
H -0.64232 5.08776 0.29943 0.06 0.00 0.01 -0.001
H -2.64673 6.46333 -0.05760 0.00 0.04 0.00 0.000
H -4.77884 5.40827 -0.70540 -0.06 0.04 0.00 0.000
H -4.92188 2.96031 -0.99207 -0.05 -0.02 -0.02 0.000
H -2.92254 1.56312 -0.65128 0.02 0.07 0.04 -0.010
H 2.67083 3.12928 -0.03281 -0.03 -0.02 -0.02 -0.002
H 4.06143 4.16744 1.67861 0.03 0.01 0.00 0.000
H 3.11901 4.70800 3.90013 0.01 0.01 0.02 0.000
H 0.74982 4.20156 4.39742 -0.02 0.01 0.04 0.000
H -0.66787 3.14025 2.70477 0.05 0.01 -0.04 0.002
H 4.14299 -1.50391 -1.50332 0.04 0.02 0.01 0.000
H 4.08119 -3.67063 -2.73203 0.03 0.00 -0.01 0.000
H 1.91320 -4.74680 -3.20351 -0.01 -0.03 -0.01 0.000
H -0.17405 -3.72636 -2.43591 -0.02 0.00 0.00 -0.001
H -1.61834 -2.34506 1.62334 -0.02 -0.01 -0.05 0.003
H -3.14565 -4.15924 2.23618 0.00 -0.02 0.02 0.000
H -4.28493 -5.47391 0.48347 -0.03 -0.04 0.01 0.000
H -3.93154 -4.92861 -1.89956 -0.01 -0.01 -0.02 0.000
H -2.45058 -3.08306 -2.53687 0.00 0.03 -0.01 0.000
H 0.25284 -0.40215 -3.58697 0.05 -0.01 0.02 -0.002
H -0.81084 0.70697 -5.49955 0.02 0.01 -0.04 0.000
H -3.22378 1.23651 -5.44377 -0.02 0.02 -0.04 0.000
H -4.57687 0.62974 -3.47033 -0.05 0.01 0.00 0.000
H -3.53461 -0.47937 -1.54823 0.02 -0.04 0.03 0.000
O 3.06738 -4.25504 6.70772 0.05 -0.10 0.05 0.001
N 2.47632 -3.20472 6.65616 -0.01 0.10 -0.10 -0.001
O 2.23975 -2.45600 7.57496 0.00 0.02 0.12 0.001
C 1.99508 -2.78155 5.32547 -0.11 0.17 -0.01 0.008
C 1.31409 -1.59864 5.21038 0.17 -0.36 -0.13 -0.008
C 0.87427 -1.21692 3.94143 -0.06 0.11 0.11 0.038
C 1.11452 -1.97887 2.76266 0.01 -0.19 0.07 -0.058
O 0.73474 -1.61571 1.57700 -0.02 0.05 0.09 -0.110
C 1.79279 -3.21306 2.98697 0.00 0.08 0.03 0.014
C 2.22756 -3.60249 4.23212 -0.06 0.12 -0.01 -0.003
N 2.07150 -4.17652 1.89227 -0.17 0.27 0.02 0.000
O 1.81945 -3.84470 0.75404 -0.02 0.12 -0.15 0.000
O 2.52646 -5.24021 2.22266 0.13 -0.30 0.01 0.003
N 0.10692 0.00340 3.92589 0.21 -0.12 0.22 0.003
O -0.31131 0.49667 2.83679 -0.18 0.11 -0.26 0.035
O -0.14955 0.56055 4.94786 -0.04 0.03 -0.10 0.022
H 1.12397 -0.98662 6.07941 0.01 -0.02 0.01 0.000
H 2.74532 -4.54587 4.35248 -0.03 0.06 0.01 0.000
```
Positions in Å, forces in eV/Å.

For the highest occupied orbital energy (alpha / beta), the calculation gives -0.5182 / -0.5323 Ha. The LUMO energy (alpha / beta) comes out at -0.300 / -0.259 Eh. The expectation value of S² is 6.2315. The orbital gap (alpha / beta) comes out at 5.94 / 7.44 eV. The spin multiplicity is 5. For the calculated total energy, the calculation gives -125602.3527 eV. Its net charge is +2.

=====

C4H10 | ωB97M-V/def2-TZVPD

Structure (XYZ):
```
14
Properties=species:S:1:pos:R:3:forces:R:3:mulliken_spin:R:1
C 0.28196 -0.73531 -7.16360 -0.69 -2.32 0.58 0.000
H -0.19167 -0.33748 -6.27804 -0.09 1.13 -0.21 0.000
H 1.35593 -0.76680 -7.06211 0.23 0.38 -0.25 0.000
H -0.05362 -1.78121 -7.02307 0.41 0.01 -0.28 0.000
H -0.11324 -0.50416 -8.14571 0.14 0.80 0.16 0.000
C -0.39768 -0.17220 4.13118 0.57 2.43 -1.54 0.020
C 0.31388 0.35386 2.91245 -0.10 -2.36 2.28 0.333
C -0.22384 0.85149 1.73856 -0.04 1.47 -1.15 0.479
H -0.15937 -1.22873 4.14863 -0.39 -0.62 0.10 0.049
H -1.41213 0.20370 4.21590 -0.27 -0.77 -0.10 -0.003
H 0.15183 0.23051 4.97960 0.33 -0.01 0.41 0.041
H 1.36891 0.07774 2.95141 0.03 0.48 -0.40 0.018
H 0.45605 1.14837 0.94091 -0.06 -0.23 0.04 0.030
H -1.26262 1.11964 1.56310 -0.06 -0.39 0.36 0.034
```
Positions in Å, forces in eV/Å.

For the highest occupied orbital energy (alpha / beta), the calculation gives -0.5144 / -0.5144 Ha. The LUMO energy (alpha / beta) comes out at -0.205 / -0.352 Eh. The expectation value of S² is 0.7522. The orbital gap (alpha / beta) comes out at 8.42 / 4.42 eV. The spin multiplicity is 2. For the calculated total energy, the calculation gives -4299.3091 eV. Its net charge is +1.